No. 1
Density functional theory data (ωB97M-V with the def2-TZVPD basis set) for C23H43AlCl2FN3O4Si as an isolated structure.

Values from the calculation:
**Energy above the lowest of the compared OMol25 structures with the same formula, charge and spin**: 0.0 kcal per mole
**E_HOMO**: -0.2892 Ha
**Frontier orbital gap**: 8.32 eV
**Total charge**: 0
**F_max**: 0.03677 hartree/bohr

Positions of all 78 atoms, in Å:
C 2.9715 -1.1015 -2.9315
C 1.6056 -1.1487 -3.5463
H 3.5724 -1.9727 -3.2227
H 2.9168 -1.0680 -1.8262
H 3.5304 -0.2018 -3.2467
C 1.2366 -2.0234 -4.4903
C 2.1283 -3.0041 -5.1655
H 0.1950 -2.0345 -4.8142
H 3.1196 -3.0444 -4.7189
H 2.2479 -2.7502 -6.2226
H 1.6865 -4.0032 -5.1226
Al 0.3460 -0.0492 0.0881
Cl 2.3721 -0.6899 0.7364
C -2.1962 1.2407 -1.0485
O -1.7718 0.3174 -0.3191
N -3.4747 1.3418 -1.4537
C -4.5196 0.5354 -0.8467
C -3.8937 2.2946 -2.4658
H -1.5302 2.0595 -1.3919
H -4.1035 -0.0812 -0.0476
H -4.9873 -0.1059 -1.6017
H -5.2843 1.2053 -0.4426
H -3.0201 2.8077 -2.8597
H -4.5842 3.0229 -2.0326
H -4.4015 1.7810 -3.2859
H -1.6378 2.1291 4.6639
H 0.5790 3.5212 4.6492
C -1.0489 1.2606 4.3616
C 1.0782 2.6002 4.3488
N 0.1424 1.7254 3.6652
H -1.6337 0.6113 3.7054
C 0.4114 1.2972 2.4436
O -0.2655 0.3948 1.8838
H 1.8858 2.8214 3.6488
H 1.2487 1.7789 1.9077
H -0.7522 0.7240 5.2657
H 1.4792 2.1065 5.2361
H 1.7068 -3.3536 -1.4077
H -0.5638 -3.9062 -2.7902
C 1.1454 -3.6480 -0.5094
C -0.8752 -4.2676 -1.7999
N -0.2810 -3.4858 -0.7374
H 1.4769 -3.0348 0.3346
C -1.0041 -2.5964 -0.0528
O -0.4829 -1.7118 0.6547
H -1.9601 -4.1942 -1.7132
H -2.1043 -2.6766 -0.1476
H 1.3332 -4.7107 -0.3099
H -0.5541 -5.3077 -1.6933
O 0.3250 -0.7338 -1.6364
C 0.5721 -0.2325 -2.8882
C -1.8205 -0.8669 -3.5765
C -0.7121 -0.0352 -3.6937
H -1.7933 -1.6775 -2.8521
C -2.9502 -0.6644 -4.3733
H 1.1007 0.7405 -2.8166
C -0.7428 1.0309 -4.5854
H -3.8106 -1.3352 -4.2752
C -2.9372 0.3680 -5.3164
C -1.8352 1.2230 -5.4305
H 0.1366 1.6786 -4.6130
H -3.7930 0.4971 -5.9823
H -1.8069 2.0142 -6.1874
Si 5.9680 -1.2611 3.1888
Cl 6.2223 -2.0536 1.2717
C 5.1177 -2.6232 4.1404
C 5.1974 0.3566 2.7034
C 7.5534 -0.9546 4.2224
H 4.3389 -3.0740 3.5185
H 4.6620 -2.2607 5.0678
H 5.8308 -3.4132 4.4138
H 8.0852 -1.8769 4.5058
H 7.2807 -0.4610 5.1718
H 8.2883 -0.2980 3.7346
H 4.3706 0.1687 2.0079
H 5.9522 0.9579 2.1835
H 4.8185 0.9314 3.5502
F 0.6974 1.6228 -0.2903

Forces on the atoms, in the same order (eV/Å):
0.42 0.16 0.22
-0.72 -0.57 -0.36
-0.10 0.30 0.18
-0.10 -0.01 -0.55
-0.23 -0.24 0.08
0.07 0.45 0.33
0.02 -0.26 -0.17
0.19 0.12 -0.04
-0.03 -0.08 -0.09
0.01 -0.07 -0.01
0.09 -0.07 -0.07
-0.77 -0.14 -1.72
0.32 0.09 0.31
0.46 -0.68 0.42
-0.67 1.38 -0.62
0.29 -0.07 0.38
0.05 -0.11 -0.22
0.02 0.05 0.28
-0.16 -0.53 -0.01
0.00 0.15 -0.18
0.05 0.01 0.10
0.01 -0.09 0.02
0.00 0.01 -0.06
0.01 0.05 -0.02
0.14 -0.02 0.06
-0.06 -0.04 -0.04
0.06 0.07 0.02
0.18 0.07 0.20
-0.21 -0.02 -0.21
-0.07 -0.09 -0.12
0.22 0.17 0.15
-0.32 -0.68 -0.65
0.83 1.32 0.46
-0.01 0.09 0.25
-0.23 -0.28 0.34
-0.09 -0.09 -0.06
0.04 0.01 -0.05
-0.16 0.05 0.25
0.01 0.07 0.28
0.32 0.07 -0.23
-0.01 -0.18 0.12
-0.70 0.31 0.52
-0.18 -0.16 -0.32
1.12 0.20 -0.55
-0.63 -0.94 0.05
0.02 -0.13 -0.13
0.39 0.03 -0.12
-0.02 0.15 -0.01
-0.18 0.03 -0.07
-0.26 -0.29 1.34
0.62 0.17 0.28
-0.20 -0.05 0.00
0.55 0.25 0.12
0.03 0.14 -0.05
0.39 0.11 -0.03
-0.42 0.12 -0.09
-0.11 -0.01 -0.27
0.28 0.31 -0.11
-0.19 0.02 -0.21
0.01 -0.15 0.10
-0.30 -0.09 -0.19
0.21 0.01 0.19
-0.15 -0.27 0.34
0.99 -0.07 0.32
0.46 -0.22 0.11
-0.53 0.02 -0.05
-0.42 0.03 0.26
0.13 0.06 -0.30
-0.02 0.02 0.16
0.01 -0.01 -0.08
-0.04 0.28 -0.18
-0.28 0.17 -0.23
-0.12 -0.12 -0.32
-0.24 -0.14 0.02
0.17 0.09 0.16
-0.05 -0.14 0.10
0.02 0.08 0.05
-0.22 -0.19 0.20

***

No. 2
Density functional theory data (ωB97M-V with the def2-TZVPD basis set) for a 2-piece molecular cluster, C2HBrCl3NO2 overall.

Values from the calculation:
**Energy above the lowest of the compared OMol25 structures with the same formula, charge and spin**: 63.6 kcal per mole
**E_HOMO (alpha / beta)**: -0.3491 / -0.3287 Ha
**Frontier orbital gap (alpha / beta)**: 8.19 / 6.79 eV
**Total charge**: 0
**F_max**: 0.03300 hartree/bohr

Positions of all 10 atoms, in Å:
C 0.3245 -1.0227 -0.4565
C -0.1046 -1.2527 2.2908
N -0.2654 0.2008 -0.1465
O 0.4262 1.0837 0.3841
O -1.4963 0.2380 -0.3247
Cl -0.9538 0.1696 2.6186
Cl -0.7460 -2.8257 2.3348
Cl 1.5012 -1.0440 2.9245
Br -0.6831 -2.3704 -1.0997
H 1.3853 -0.9075 -0.5664

Forces on the atoms, in the same order (eV/Å):
0.80 0.66 0.86
1.28 0.56 0.12
-1.68 0.20 0.17
-0.47 -0.60 -1.06
0.95 1.03 0.32
-1.14 -0.54 0.17
-0.24 0.45 0.07
0.11 -0.67 -0.31
0.04 -0.46 -0.35
0.35 -0.62 0.01

***

No. 3
Density functional theory data (ωB97M-V with the def2-TZVPD basis set) for C32H96As3F18N12O20 as an isolated structure.

Values from the calculation:
**E_HOMO**: -0.2102 Ha
**Frontier orbital gap**: 2.04 eV
**Total charge**: +1
**F_max**: 0.11187 hartree/bohr

Positions of all 181 atoms, in Å:
C 6.4274 -0.6834 2.8542
C 7.4240 -0.4491 1.6951
C 8.1110 -1.6799 1.0723
O 7.1146 -2.5094 0.4608
C 7.6041 -3.7823 0.0968
N 6.7331 0.4509 0.6905
H 6.5061 1.2976 1.1923
H 7.3041 0.7544 -0.0853
H 5.9195 -0.0286 0.3325
H 6.7817 -1.5119 3.4675
H 5.3990 -0.7963 2.5108
H 6.4104 0.0865 3.6255
H 8.2269 0.1878 2.0664
H 8.7179 -2.2076 1.8080
H 8.7851 -1.2643 0.3233
H 8.5932 -3.6901 -0.3520
H 6.9302 -4.3165 -0.5729
H 7.5972 -4.3430 1.0315
C 1.4560 -13.8709 1.9729
C 2.0643 -12.8666 0.9052
C 1.6619 -11.5046 1.2949
O 1.8790 -10.6308 0.2980
C 1.6358 -9.1855 0.3753
N 3.5883 -13.0256 0.8724
H 3.9637 -12.9998 1.8097
H 3.9904 -13.8323 0.4169
H 4.0355 -12.2807 0.3573
H 2.1645 -14.1108 2.7657
H 1.1110 -14.8064 1.5325
H 0.5451 -13.3914 2.3315
H 1.6887 -13.1784 -0.0693
H 2.1539 -11.2564 2.2354
H 0.5965 -11.3816 1.4897
H 0.5656 -9.0544 0.5349
H 2.0818 -8.7855 -0.5353
H 2.1959 -8.7076 1.1790
C -2.0890 10.2548 -7.2013
C -2.5328 8.7321 -7.0043
C -1.4657 7.6804 -7.3971
O -2.0724 6.3808 -7.2853
C -1.1254 5.2627 -7.2948
N -2.7707 8.3920 -5.4979
H -1.8860 8.3082 -5.0178
H -3.3304 9.0438 -4.9669
H -3.0352 7.4266 -5.3632
H -1.9644 10.4367 -8.2688
H -1.1720 10.4567 -6.6478
H -2.8197 10.9780 -6.8390
H -3.4596 8.5925 -7.5608
H -0.5706 7.6424 -6.7762
H -1.2074 7.8727 -8.4384
H -1.5857 4.2919 -7.1111
H -0.4957 5.3783 -6.4126
H -0.4592 5.1221 -8.1460
C -10.5958 0.3808 8.0273
C -10.4311 1.9197 8.0679
C -9.0083 2.2706 7.5427
O -8.0021 1.7658 8.4194
C -6.8668 1.4569 7.5860
N -11.3792 2.6150 7.1697
H -11.5029 3.6165 7.2118
H -11.2321 2.5511 6.1725
H -12.2946 2.2253 7.3440
H -10.2484 -0.1403 7.1352
H -11.6254 0.0991 8.2481
H -10.0411 -0.1378 8.8094
H -10.6461 2.3562 9.0433
H -8.8111 3.3415 7.5908
H -9.0409 1.9467 6.5024
H -6.1205 0.8467 8.0947
H -6.4390 2.3173 7.0715
H -7.1206 0.6685 6.8774
C -0.4175 2.3520 1.4823
C -0.8116 2.1158 0.0021
C 0.2770 1.6892 -1.0279
O 0.6867 0.4140 -0.6727
C 1.4052 -0.1864 -1.7611
N -2.0807 1.2021 -0.1078
H -2.4744 1.0309 -1.0220
H -1.9646 0.2653 0.2514
H -2.8663 1.6007 0.3861
H 0.1578 1.4814 1.7973
H -1.2347 2.5340 2.1803
H 0.2821 3.1710 1.6492
H -1.3008 3.0081 -0.3883
H 1.0372 2.4596 -0.8986
H -0.2839 1.7088 -1.9623
H 0.8646 -0.0564 -2.6986
H 1.3861 -1.2705 -1.6493
H 2.4446 0.0677 -1.9689
C -0.7043 10.3995 3.9829
C -0.3258 10.1587 2.5542
C -0.9537 11.1996 1.6846
O -0.2591 11.4897 0.4939
C -0.7307 12.6845 -0.1092
N 1.1393 10.3340 2.4821
H 1.5096 10.3455 1.5425
H 1.4625 11.2502 2.7582
H 1.6406 9.6003 2.9622
H -0.3851 11.3512 4.4075
H -0.2569 9.6246 4.6054
H -1.7880 10.3868 4.0995
H -0.4952 9.1248 2.2535
H -0.9755 12.1326 2.2478
H -2.0285 11.0703 1.5570
H -1.8116 12.7135 -0.2462
H -0.3264 12.6549 -1.1211
H -0.3779 13.6004 0.3650
C 11.5330 -7.0144 -6.3765
C 10.3080 -7.0495 -7.3416
C 9.4093 -5.7825 -7.2553
O 8.3271 -5.7472 -8.2265
C 7.5392 -4.5480 -8.1593
N 10.8398 -7.0316 -8.7476
H 11.6687 -7.5683 -8.9598
H 10.1246 -7.3365 -9.3922
H 11.0431 -6.1013 -9.0843
H 12.2497 -6.2366 -6.6401
H 12.1022 -7.9302 -6.5358
H 11.3392 -6.8600 -5.3150
H 9.7291 -7.9676 -7.2408
H 10.0525 -4.9134 -7.3930
H 9.1639 -5.8212 -6.1940
H 7.9834 -3.7522 -8.7572
H 7.2763 -4.1061 -7.1983
H 6.5999 -4.7393 -8.6781
C -6.4282 -7.4143 4.8841
C -6.6349 -6.7091 3.5480
C -7.0561 -5.1742 3.6866
O -7.1615 -4.5992 2.3755
C -7.6344 -3.2676 2.2544
N -5.3588 -6.7588 2.6690
H -5.4261 -6.1975 1.8320
H -4.6318 -6.4407 3.2938
H -5.1514 -7.7309 2.4902
H -7.4042 -7.5476 5.3508
H -5.8001 -6.8429 5.5675
H -5.9851 -8.4021 4.7580
H -7.4257 -7.2532 3.0316
H -6.2838 -4.6361 4.2362
H -7.9777 -5.1396 4.2676
H -7.4079 -2.9317 1.2425
H -7.1672 -2.5607 2.9400
H -8.7124 -3.3054 2.4118
N 2.5957 8.3290 -2.7242
O 1.5492 7.7747 -2.4486
O 3.6359 8.0440 -2.1595
O 2.6100 9.1348 -3.6209
N -6.7460 4.9584 3.2864
O -5.9170 5.4978 3.9912
O -6.6280 3.7803 2.9759
O -7.6498 5.6204 2.8857
N -7.0102 4.1527 -2.6411
O -5.8953 4.4410 -3.0225
O -7.3941 3.0444 -2.6086
O -7.7997 5.0635 -2.3278
N 4.8721 5.8391 5.7537
O 4.5462 6.9573 6.1452
O 4.6704 5.5564 4.5728
O 5.2888 4.9880 6.5194
As 6.3001 3.0697 -6.0892
F 5.5056 3.5369 -4.5317
F 7.2847 1.8831 -5.2278
F 7.0135 2.5527 -7.6545
F 5.3256 4.3809 -6.8055
F 7.5689 4.3454 -5.7975
F 4.9291 1.8761 -6.2785
As -0.4322 -4.0093 6.5602
F 0.0701 -5.2543 7.8493
F -0.8275 -5.3844 5.4485
F -1.0124 -2.9216 5.2456
F 0.0050 -2.7005 7.7125
F 1.2353 -3.9349 5.9465
F -2.1353 -4.0688 7.0998
As -3.5934 -4.2505 -3.8905
F -3.1161 -4.0865 -2.1468
F -3.8738 -2.4638 -4.0696
F -4.1528 -4.5201 -5.5660
F -3.2611 -6.0615 -3.6826
F -5.2430 -4.4655 -3.3286
F -1.9153 -3.9937 -4.4955

Forces on the atoms, in the same order (eV/Å):
0.50 -0.09 0.19
0.35 0.05 1.27
-1.50 0.56 -0.73
0.13 1.23 -0.01
-0.06 -0.20 0.75
0.57 -0.64 0.29
-0.71 0.43 0.16
0.43 -0.12 -0.53
-0.58 0.08 -0.22
-0.34 -0.50 -0.46
0.09 -0.49 0.04
0.12 0.67 -0.51
0.18 -0.12 0.07
-0.19 0.00 0.27
0.31 -0.29 -0.36
0.09 -0.26 0.01
-0.12 0.53 -0.15
0.62 -0.50 -0.07
0.25 0.44 -1.06
-1.01 -2.91 0.66
-1.08 1.52 1.19
2.18 1.89 -2.70
0.44 -1.31 0.61
-0.12 0.65 -0.18
0.11 0.04 0.55
-0.55 -0.93 -0.08
-0.13 0.98 -0.20
-0.21 0.20 0.21
0.34 0.01 -0.19
0.28 -0.09 0.45
0.25 0.42 -0.13
0.35 0.24 0.46
-0.40 -1.15 0.57
0.07 0.42 -0.39
-0.75 -0.09 -0.12
-0.06 -0.28 0.39
-0.14 -1.56 0.69
1.17 0.75 0.80
-0.88 -0.87 -0.69
0.23 -0.47 -0.41
0.31 0.32 1.28
0.62 0.21 -0.75
1.01 0.81 0.14
-0.55 0.04 0.04
-1.28 -0.62 -0.46
0.18 -0.12 0.11
0.20 -0.07 -0.27
-0.31 -0.31 0.02
-0.01 -0.43 0.37
0.19 0.75 0.12
0.31 0.05 -0.06
-0.87 0.45 -0.28
0.36 0.20 0.01
-0.36 0.71 -0.42
-0.64 0.09 0.59
2.36 -0.65 0.15
-0.44 1.07 1.83
-0.24 -0.85 -1.65
0.38 -1.41 -0.01
-1.42 -0.02 -0.92
0.46 0.75 1.10
0.60 -0.95 -0.72
-0.61 -0.16 -0.07
-0.18 0.59 -0.43
-0.23 -0.03 -0.27
0.26 0.69 0.27
0.22 -0.33 0.13
-0.58 0.40 -0.59
0.85 -0.37 -0.11
0.15 0.93 0.98
-0.07 0.05 0.18
-0.68 0.40 -0.71
0.50 -1.10 -0.43
-1.12 1.10 -0.14
-2.17 0.69 2.22
1.22 -0.64 -0.92
-0.65 -1.37 -0.61
0.48 -0.51 0.53
0.36 0.38 -1.02
0.49 -0.43 0.48
-0.22 0.48 0.60
-0.23 -0.20 0.31
-0.24 -0.17 -0.31
-0.13 0.25 -0.70
0.57 0.45 -0.05
0.28 -0.01 -0.67
0.70 0.07 -0.59
-0.12 0.40 -0.07
-0.03 0.01 0.54
0.03 0.78 0.67
-0.48 -0.53 0.98
0.09 0.13 -0.09
-0.61 1.82 -0.21
-0.22 -0.59 0.36
0.33 -0.21 -1.27
1.18 0.18 -0.93
-0.26 -0.57 -1.14
-0.11 0.41 1.01
0.31 -0.22 0.58
0.23 0.19 -0.43
-0.27 -0.11 0.17
0.02 -0.28 0.01
-0.24 0.11 -0.13
0.34 0.32 0.56
-0.09 -0.83 -0.41
-0.17 -0.16 0.42
0.13 0.14 0.06
0.00 -0.10 0.40
-0.02 -0.01 -0.87
0.19 1.27 0.19
0.02 -0.60 -0.21
1.31 -0.51 1.93
-0.57 0.69 -1.16
-0.12 -0.22 -0.92
0.40 -0.57 0.35
-0.59 -0.32 -0.27
0.15 0.80 0.28
-0.25 0.37 -0.23
-0.15 -0.24 0.37
-0.48 -0.29 -0.20
0.02 0.08 0.01
0.13 0.26 -0.03
-1.01 0.47 0.00
0.47 0.03 0.10
0.43 -0.67 0.43
0.04 -0.40 0.16
0.30 0.41 -0.17
-0.80 1.54 -0.21
0.62 -0.64 -1.07
0.75 -1.56 0.66
-0.39 0.02 0.05
-1.14 -0.55 1.92
-0.12 0.41 -0.46
0.72 0.57 -0.11
0.10 -0.28 -0.57
0.06 0.02 -0.03
0.06 0.04 0.00
-0.04 -0.06 -0.05
0.22 0.22 -0.49
0.16 0.01 0.29
-0.23 0.02 -0.11
-0.11 -0.19 0.06
0.12 -0.16 0.24
-0.09 0.41 -0.03
0.94 -0.45 -0.23
-2.83 -1.53 1.26
1.59 -0.57 1.58
-0.12 2.68 -2.55
1.01 -0.30 0.09
2.65 0.85 2.21
0.14 -2.56 -0.36
-3.81 1.83 -1.58
-1.47 3.79 0.22
3.41 0.62 -0.91
-1.19 -5.62 0.21
-0.50 1.26 0.36
-1.19 0.10 -0.38
-0.02 1.60 0.89
0.08 -0.58 -2.01
1.05 -1.14 1.35
-1.14 1.76 0.80
0.98 -0.70 -1.03
-0.44 0.34 -0.51
-0.72 0.56 1.53
0.75 -1.47 -0.12
-1.04 -1.80 -0.47
1.67 1.00 -0.11
0.10 -0.64 0.62
-0.76 1.66 -1.82
0.52 0.86 0.82
0.85 -0.62 1.27
-0.87 -1.28 -1.39
-1.32 -0.23 0.27
1.33 0.05 0.01
0.23 -0.14 -0.45
-0.05 0.18 -1.59
0.42 -2.01 0.47
0.64 0.14 1.51
-0.34 2.11 -0.36
0.73 0.01 -0.22
-1.50 -0.39 0.91